Entry 1:
ORCA calculation (ωB97M-V with the def2-TZVPD basis set) on C35H57BMnN9OS4SeSi as an isolated structure in a non-equilibrium geometry.

As for the total charge: -1. The gap between HOMO and LUMO (alpha / beta) comes out at 0.2088 / 0.2401 Ha. Its spin multiplicity is 6. Its LUMO energy (alpha / beta) is 2.43 / 2.43 eV. The calculation puts the largest force on an atom at 0.0283 Eh/bohr. The value obtained for the highest occupied orbital energy (alpha / beta) is -3.25 / -4.11 eV.

CARTESIAN COORDINATES (ANGSTROEM)
Se (0.15286, -3.86349, -0.59235)
Mn (0.01295, -1.37339, 0.09973)
S (-2.40395, 1.53656, -2.16438)
S (-0.43562, 1.69616, 1.59575)
S (1.52694, 0.15229, -1.36411)
S (-0.24356, -1.85650, 2.88361)
Si (1.90176, -4.82375, -1.57018)
O (-2.09875, -1.10696, 0.25347)
N (-1.10133, 3.53111, -0.82425)
N (0.55525, 2.45068, -2.47134)
N (-3.16289, 3.24628, -0.15979)
N (4.12172, -1.95356, 2.46115)
N (0.77015, 0.82561, -3.90955)
N (1.27411, 3.04008, -0.03667)
N (2.07977, 2.73709, 1.97877)
N (2.41542, -1.48835, 1.16245)
N (-2.85204, -1.81119, 2.45287)
C (4.35355, -0.68775, 1.96718)
C (-4.16646, -1.85105, 2.75724)
C (-1.38493, 4.50491, 0.10921)
C (0.98595, 2.50427, 1.17590)
C (1.06117, 3.62090, 4.01575)
C (0.73894, -0.41586, -6.03560)
C (0.90684, 1.16109, -2.59309)
C (-4.37392, 1.22796, 0.52475)
C (2.45184, -3.76849, 2.25562)
C (-1.84501, -1.95211, 3.35921)
C (-2.65232, 4.34525, 0.51936)
C (-3.59253, -2.20578, 5.02781)
C (-2.27046, -2.16207, 4.70692)
C (2.47265, -6.36435, -0.63334)
C (-5.34005, 2.78022, -1.23111)
C (3.36835, -3.65924, -1.71164)
C (2.10460, 2.64962, 3.46421)
C (3.28769, -0.41673, 1.17287)
C (-1.76355, -1.15227, -0.96620)
C (1.41945, -5.41482, -3.28895)
C (2.51860, -0.84620, -4.35957)
C (-2.82371, -1.71448, -1.87307)
C (-2.20842, 2.77159, -1.02553)
C (2.94483, -2.39860, 1.95088)
C (-5.23365, 3.46435, 1.14831)
C (2.56867, 3.51378, -0.02272)
C (-4.58898, -2.05001, 4.03418)
C (0.21267, 2.93840, -3.70985)
C (-4.51553, 2.67710, 0.05130)
C (1.82921, 1.22810, 3.94484)
C (0.36612, 1.95214, -4.60969)
C (0.12154, -1.56354, -3.94741)
C (1.04167, -0.49848, -4.53749)
C (3.07400, 3.33398, 1.20998)
C (3.48490, 3.06511, 3.97682)
B (0.37348, 3.38401, -1.25388)
H (0.83582, 0.89724, 3.65735)
H (2.77617, -0.93227, -3.30560)
H (0.30520, -2.50789, -4.46223)
H (-2.65416, -1.42650, -2.90962)
H (4.26787, 2.41614, 3.58128)
H (-5.45814, 3.82803, -1.51721)
H (4.69722, -2.46487, 3.10554)
H (1.39119, 0.29134, -6.55090)
H (-3.82927, -1.41057, -1.56499)
H (-0.30220, -0.15109, -6.22411)
H (-5.36796, 4.51249, 0.87715)
H (3.72123, 4.10339, 3.73996)
H (4.04632, 3.57373, 1.59023)
H (-5.64184, -2.08415, 4.26628)
H (3.01546, -4.50639, 1.68105)
H (2.55154, 0.53074, 3.52218)
H (-1.49969, -2.27345, 5.45488)
H (-4.70724, 3.40369, 2.10174)
H (-2.57251, -1.63907, 1.47117)
H (-5.36463, 0.81569, 0.73232)
H (1.91645, 1.20386, 5.03407)
H (2.72480, -1.79690, -4.85561)
H (1.61969, -6.84952, -0.15692)
H (3.59193, -3.22496, -0.73471)
H (4.26279, -4.16623, -2.08586)
H (-6.22226, 3.02425, 1.28158)
H (2.94427, -7.08117, -1.31168)
H (-3.88654, -2.36127, 6.05880)
H (-4.83796, -1.72355, 1.91969)
H (2.56905, -3.98433, 3.31925)
H (3.08907, 0.46998, 0.59501)
H (0.27523, -1.71117, -2.88383)
H (-3.87954, 0.62092, -0.22932)
H (0.73689, 4.49041, -1.61258)
H (3.48147, 2.96302, 5.06210)
H (1.10981, -4.57105, -3.90516)
H (1.07576, 3.59397, 5.10710)
H (-6.32970, 2.35414, -1.05499)
H (3.19820, -6.11674, 0.14397)
H (-4.85637, 2.24437, -2.04474)
H (0.56475, -6.08935, -3.20328)
H (5.23139, -0.11943, 2.21647)
H (-3.77323, 1.19311, 1.43581)
H (3.01275, 3.95278, -0.89744)
H (3.14296, -0.07356, -4.81434)
H (-0.91934, -1.27871, -4.10244)
H (3.12964, -2.82925, -2.38155)
H (0.91466, -1.40361, -6.46072)
H (0.17328, 1.95290, -5.66275)
H (-2.72938, -2.80224, -1.79077)
H (-3.19940, 4.88161, 1.26742)
H (-0.13529, 3.94709, -3.83609)
H (0.06768, 3.34273, 3.66589)
H (1.40677, -3.86659, 1.97739)
H (2.23161, -5.94338, -3.79676)
H (1.28189, 4.63938, 3.68741)
H (-0.63418, 5.20253, 0.43478)

Atom charges from the Löwdin analysis, given in e for atoms 1 to 99:
1. Se 0.33
2. Mn 0.28
3. S 0.74
4. S 0.70
5. S 0.73
6. S 0.71
7. Si 0.04
8. O -0.26
9. N 0.02
10. N 0.03
11. N 0.00
12. N 0.09
13. N 0.01
14. N 0.03
15. N 0.00
16. N 0.06
17. N 0.07
18. C -0.11
19. C -0.08
20. C -0.10
21. C -0.70
22. C -0.05
23. C -0.06
24. C -0.63
25. C -0.05
26. C -0.06
27. C -0.71
28. C -0.07
29. C -0.08
30. C -0.10
31. C -0.24
32. C -0.06
33. C -0.21
34. C -0.55
35. C -0.19
36. C -0.46
37. C -0.24
38. C -0.05
39. C -0.13
40. C -0.68
41. C -0.42
42. C -0.06
43. C -0.07
44. C -0.08
45. C -0.09
46. C -0.55
47. C -0.06
48. C -0.06
49. C -0.03
50. C -0.53
51. C -0.07
52. C -0.06
53. B -0.61
54. H 0.00
55. H 0.01
56. H 0.08
57. H 0.03
58. H 0.08
59. H 0.08
60. H 0.15
61. H 0.08
62. H 0.06
63. H 0.09
64. H 0.08
65. H 0.08
66. H 0.10
67. H 0.09
68. H 0.06
69. H 0.06
70. H 0.10
71. H 0.09
72. H 0.03
73. H 0.08
74. H 0.09
75. H 0.09
76. H 0.02
77. H 0.01
78. H 0.03
79. H 0.08
80. H 0.02
81. H 0.10
82. H 0.13
83. H 0.08
84. H 0.03
85. H 0.01
86. H 0.02
87. H 0.12
88. H 0.08
89. H 0.00
90. H 0.08
91. H 0.08
92. H 0.00
93. H 0.02
94. H 0.02
95. H 0.10
96. H 0.08
97. H 0.12
98. H 0.09
99. H 0.08

---

Entry 2:
ORCA calculation (ωB97M-V with the def2-TZVPD basis set) on C35H57BN9O2P2Tl as an isolated structure.

As for the total charge: +2. The gap between HOMO and LUMO comes out at 0.2704 Ha. Its LUMO energy is -5.40 eV. The calculation puts the largest force on an atom at 0.0109 Eh/bohr. The value obtained for the highest occupied orbital energy is -12.76 eV.

CARTESIAN COORDINATES (ANGSTROEM)
Tl (0.15191, 0.23564, -0.17461)
P (2.61898, -1.16937, 1.25054)
P (-3.16691, -0.25196, -0.68398)
O (-0.64268, 2.09231, -2.14804)
O (-1.21756, 4.09705, -1.60090)
N (-1.58943, -2.53223, -0.32993)
N (-1.17513, 2.71966, 2.21382)
N (0.53326, -2.88122, 0.54732)
N (-0.79169, 2.50757, -0.02810)
N (1.93688, 1.75170, -0.70280)
N (-0.54430, 1.49723, 2.43959)
N (-1.85375, 4.43560, 0.87102)
N (1.15749, -0.18589, -2.41339)
N (-0.90141, 2.95135, -1.31832)
C (4.36949, -1.42240, 0.63160)
C (-5.03733, -0.48482, -2.91239)
C (2.49353, 1.74279, -1.92270)
C (2.42063, 0.68012, -4.21766)
C (-1.27765, 3.24890, 0.97476)
C (-1.77842, -6.26090, -0.09370)
C (3.90960, 3.57710, -1.30573)
C (5.18160, -0.16004, 0.95048)
C (-2.62893, 0.00837, -3.34306)
C (2.00851, 0.71856, -2.89597)
C (-4.51088, -0.31748, 0.63127)
C (4.24210, -1.54090, -0.89475)
C (-0.50890, -6.46553, 0.44264)
C (-2.83973, -2.06362, -0.91628)
C (2.33508, 2.65101, 0.20102)
C (-5.04840, 1.10470, 0.84159)
C (3.49613, 2.64839, -2.24381)
C (5.09760, -2.66199, 1.15960)
C (-2.23690, -4.98413, -0.39244)
C (-3.80337, 0.24720, -2.37922)
C (1.09728, -1.23867, 3.51649)
C (0.34247, -5.39851, 0.69646)
C (-5.68720, -1.27528, 0.41041)
C (-3.78291, -0.76583, 1.90615)
C (2.87404, 0.51547, 3.41150)
C (0.69830, -1.15476, -3.20051)
C (3.48445, -1.84346, 3.93448)
C (1.93851, -0.32492, -5.04405)
C (-1.39274, -3.91617, -0.12796)
C (-4.07741, 1.75780, -2.33682)
C (1.91381, -2.86215, 1.02435)
C (-0.11779, -4.12403, 0.40454)
C (2.55261, -0.95592, 3.11258)
C (1.06414, -1.26711, -4.53018)
C (3.31701, 3.58473, -0.05273)
B (-0.39522, -1.91387, 0.09545)
H (-1.60696, 3.20113, 2.98627)
H (-5.95117, -0.14869, -2.42575)
H (-4.19046, 2.13923, -3.35509)
H (0.01450, -1.86613, -2.74425)
H (3.10121, 1.41692, -4.61805)
H (-3.65652, -2.62992, -0.47378)
H (3.73189, -0.67573, -1.32179)
H (4.68958, 4.28646, -1.55196)
H (-5.52074, 1.17860, 1.82564)
H (-2.48924, -1.04768, -3.57785)
H (-3.15674, -1.65019, 1.75364)
H (-2.83962, -2.30008, -1.97792)
H (0.92043, -0.84235, 4.52146)
H (3.95961, 2.63585, -3.21878)
H (-4.99397, 1.98969, -1.79491)
H (5.35520, -2.58456, 2.21124)
H (-6.19200, -1.12478, -0.53685)
H (4.64911, 0.75113, 0.65822)
H (-6.42212, -1.10539, 1.20338)
H (6.12444, -0.18632, 0.39758)
H (-5.80468, 1.36145, 0.09902)
H (0.66904, -2.06711, -5.14126)
H (1.33166, -5.56696, 1.10415)
H (-1.68624, 0.41211, -2.95600)
H (2.77177, 0.71031, 4.48353)
H (-2.41774, -7.11238, -0.28903)
H (5.42972, -0.09270, 2.01088)
H (3.70835, -2.44171, -1.20645)
H (3.38553, -2.89944, 3.67550)
H (0.14729, 1.61151, 3.16886)
H (-4.96250, -1.57026, -2.80962)
H (4.52764, -1.55184, 3.82116)
H (-0.17748, -7.47313, 0.65985)
H (1.84849, 2.60664, 1.16782)
H (-2.23768, 4.91001, 1.67106)
H (-2.83918, 0.51876, -4.28640)
H (-1.22767, 0.81104, 2.73927)
H (-5.14621, -0.26447, -3.97919)
H (2.53688, -3.39696, 0.30738)
H (-4.25265, 1.85498, 0.78832)
H (6.03290, -2.77423, 0.60343)
H (3.89055, 0.78294, 3.12308)
H (5.24389, -1.59105, -1.32903)
H (3.23135, -1.74118, 4.99432)
H (2.24443, -0.36472, -6.08190)
H (2.19793, 1.17687, 2.86972)
H (-3.25351, 2.30534, -1.86611)
H (-3.15668, 0.03774, 2.30176)
H (0.87629, -2.30652, 3.54837)
H (-4.51702, -1.01091, 2.67829)
H (-3.21907, -4.84181, -0.82267)
H (-5.39131, -2.32425, 0.48282)
H (0.37838, -0.77212, 2.83384)
H (4.52544, -3.58023, 1.01054)
H (3.61117, 4.29227, 0.71026)
H (-1.92505, 4.84749, -0.04714)
H (1.97101, -3.41712, 1.96347)

Atom charges from the Löwdin analysis, given in e for atoms 1 to 99:
1. Tl 1.00
2. P 1.10
3. P 1.11
4. O 0.00
5. O 0.09
6. N 0.00
7. N 0.01
8. N 0.01
9. N 0.07
10. N 0.02
11. N 0.05
12. N 0.24
13. N 0.03
14. N -0.40
15. C -0.69
16. C -0.07
17. C -0.20
18. C 0.03
19. C -0.38
20. C -0.07
21. C -0.01
22. C -0.08
23. C -0.11
24. C -0.23
25. C -0.70
26. C -0.09
27. C -0.07
28. C -0.28
29. C -0.13
30. C -0.10
31. C 0.03
32. C -0.07
33. C 0.00
34. C -0.69
35. C -0.09
36. C 0.00
37. C -0.07
38. C -0.09
39. C -0.09
40. C -0.11
41. C -0.07
42. C -0.01
43. C -0.15
44. C -0.09
45. C -0.28
46. C -0.16
47. C -0.69
48. C -0.01
49. C -0.02
50. B -0.64
51. H 0.17
52. H 0.07
53. H 0.10
54. H 0.12
55. H 0.12
56. H 0.08
57. H 0.05
58. H 0.13
59. H 0.09
60. H 0.08
61. H 0.08
62. H 0.09
63. H 0.10
64. H 0.12
65. H 0.07
66. H 0.07
67. H 0.07
68. H 0.07
69. H 0.10
70. H 0.10
71. H 0.08
72. H 0.12
73. H 0.11
74. H 0.04
75. H 0.10
76. H 0.11
77. H 0.07
78. H 0.08
79. H 0.08
80. H 0.09
81. H 0.08
82. H 0.08
83. H 0.11
84. H 0.09
85. H 0.14
86. H 0.10
87. H 0.08
88. H 0.10
89. H 0.09
90. H 0.06
91. H 0.10
92. H 0.07
93. H 0.10
94. H 0.10
95. H 0.13
96. H 0.03
97. H 0.05
98. H 0.06
99. H 0.09

---

Look up the total charge of the first one.
-1

---

The lowest total charge belongs to which entry?
C35H57BMnN9OS4SeSi

---

total charge of number 2 (C35H57BN9O2P2Tl)?
+2